Entry 1:
{"formula": "C15H8Br2F10N2O2S", "method": "wB97M-V/def2-TZVPD", "elements": ["O", "S", "O", "C", "C", "N", "C", "C", "C", "C", "C", "C", "F", "Br", "C", "F", "F", "Br", "C", "C", "C", "N", "C", "F", "F", "C", "F", "F", "C", "F", "F", "F", "H", "H", "H", "H", "H", "H", "H", "H"], "coordinates": [[3.0766, -4.1214, 0.9936], [1.9739, -3.7924, 0.1419], [2.1680, -4.3517, -1.1710], [1.7123, -2.0029, -0.0301], [1.3150, -1.5321, -1.3226], [1.0619, -0.2677, -1.5991], [1.2188, 0.5310, -0.5016], [0.9363, 1.9281, -0.6426], [1.0412, 2.8217, 0.3946], [0.6623, 4.2876, 0.1274], [-0.8473, 4.4770, 0.5136], [-1.7796, 4.7762, -0.6788], [-1.1643, 5.4003, -1.7180], [-3.1574, 6.0558, -0.0317], [-2.5570, 3.4920, -1.2269], [-3.8896, 3.6742, -1.1803], [-2.2110, 2.3621, -0.5932], [-2.1628, 3.2004, -3.1429], [1.4976, 2.3351, 1.6790], [1.7776, 1.0066, 1.8375], [1.6458, 0.0565, 0.7664], [1.9070, -1.2511, 1.0258], [0.3483, -4.4555, 0.8238], [0.5337, -5.2302, 1.8921], [-0.3655, -3.3646, 1.2585], [-0.5263, -5.1194, -0.2831], [-0.6886, -4.2800, -1.3280], [0.0657, -6.2720, -0.6601], [-1.9726, -5.5080, 0.1897], [-1.9222, -6.3658, 1.2116], [-2.5334, -6.1826, -0.8462], [-2.7579, -4.4580, 0.4160], [1.1904, -2.2664, -2.1279], [0.6208, 2.2949, -1.6259], [0.8792, 4.4710, -0.9348], [1.2785, 4.9844, 0.7163], [-0.8946, 5.3623, 1.1712], [-1.2025, 3.6438, 1.1410], [1.6219, 3.0182, 2.5276], [2.0993, 0.6429, 2.8173]], "smiles": "O=S(=O)(c1cnc2cc(CC[C@](F)(Br)C(F)(F)Br)ccc2n1)C(F)(F)C(F)(F)C(F)(F)F", "lumo_energy_ev": -1.33, "e_tot_ev": -200853.3572, "homo_lumo_gap_ev": 8.5, "homo_ev": -9.9, "multiplicity": 1, "total_charge": 0}

***

Entry 2:
{"formula": "C12H14BClF4N2O4S2SeSn", "method": "wB97M-V/def2-TZVPD", "elements": ["Sn", "C", "C", "S", "C", "C", "S", "H", "H", "H", "H", "H", "H", "O", "Cl", "O", "O", "O", "C", "N", "C", "Se", "N", "C", "C", "C", "C", "C", "C", "H", "H", "H", "H", "H", "H", "H", "H", "F", "B", "F", "F", "F"], "coordinates": [[-0.0804, -0.7023, -0.1522], [-5.1280, 1.1438, 0.2022], [-3.6646, 0.9211, 0.0155], [-2.9841, -0.4333, 0.6912], [-2.9090, 1.8758, -0.7408], [-3.5643, 3.1018, -1.2842], [-1.2864, 1.6956, -1.0672], [-5.5592, 0.3137, 0.7525], [-5.6161, 1.2271, -0.7690], [-5.3144, 2.0667, 0.7525], [-4.6008, 3.2169, -0.9951], [-3.5037, 3.1003, -2.3701], [-3.0093, 3.9712, -0.9416], [2.5482, -1.2714, -2.4346], [1.9679, -0.0069, -2.3124], [2.5469, 0.9573, -3.1356], [2.0780, 0.4006, -0.9166], [0.5494, -0.0878, -2.5724], [-0.0991, -0.9605, 4.4882], [1.1712, -0.9342, 3.8223], [1.5061, -0.1657, 2.7822], [0.4160, 1.0829, 1.9333], [2.7916, -0.3825, 2.4552], [3.2913, -1.3824, 3.2571], [4.5239, -2.0160, 3.3228], [4.6628, -3.0312, 4.2509], [3.6141, -3.4014, 5.0945], [2.3878, -2.7691, 5.0477], [2.2442, -1.7416, 4.1276], [-0.6956, -0.1165, 4.1420], [0.0553, -0.8839, 5.5637], [-0.6198, -1.8890, 4.2533], [3.2236, 0.0028, 1.6258], [5.3308, -1.7530, 2.6610], [5.5991, -3.5636, 4.3268], [3.7532, -4.2227, 5.7812], [1.5700, -3.0672, 5.6833], [0.9280, -4.3549, 2.1761], [0.5319, -3.3552, 1.3725], [-0.4080, -2.5164, 2.0187], [1.6232, -2.4800, 1.0847], [-0.0294, -3.7324, 0.1812]], "lumo_energy_ev": -3.14, "e_tot_ev": -140757.7246, "homo_lumo_gap_ev": 5.5, "homo_ev": -8.6, "multiplicity": 1, "total_charge": 0}

***

Entry 3:
{"formula": "C50H83N3O16S5", "method": "wB97M-V/def2-TZVPD", "elements": ["C", "C", "C", "C", "C", "C", "N", "O", "O", "H", "H", "H", "H", "H", "C", "C", "C", "C", "C", "C", "N", "O", "O", "H", "H", "H", "H", "H", "C", "C", "C", "C", "C", "C", "N", "O", "O", "H", "H", "H", "H", "H", "C", "C", "C", "C", "C", "C", "H", "H", "H", "H", "H", "H", "H", "H", "H", "H", "H", "H", "H", "H", "C", "C", "C", "C", "C", "C", "H", "H", "H", "H", "H", "H", "H", "H", "H", "H", "H", "H", "H", "H", "C", "C", "C", "S", "O", "O", "C", "H", "H", "H", "H", "H", "H", "H", "H", "C", "C", "C", "S", "O", "O", "C", "H", "H", "H", "H", "H", "H", "H", "H", "C", "C", "C", "S", "O", "O", "C", "H", "H", "H", "H", "H", "H", "H", "H", "C", "C", "C", "S", "O", "O", "C", "H", "H", "H", "H", "H", "H", "H", "H", "C", "C", "C", "S", "O", "O", "C", "H", "H", "H", "H", "H", "H", "H", "H"], "coordinates": [[4.4923, -5.1637, -1.4977], [3.1097, -5.2511, -1.7637], [2.5372, -6.4397, -2.0890], [3.2702, -7.6315, -1.9705], [4.6492, -7.5236, -1.7220], [5.2403, -6.3098, -1.6395], [2.6136, -8.8856, -2.2277], [3.2507, -9.8756, -2.5256], [1.3980, -8.9409, -2.1524], [4.8998, -4.2014, -1.2249], [2.5759, -4.3270, -1.9299], [1.4998, -6.5034, -2.3826], [5.2852, -8.3934, -1.7958], [6.3005, -6.2065, -1.4617], [4.5636, 3.3794, -0.7237], [4.6309, 4.7023, -1.1293], [3.4774, 5.4251, -1.0159], [2.3067, 4.8383, -0.5767], [2.2713, 3.5300, -0.1296], [3.4188, 2.7664, -0.2334], [1.0823, 5.6127, -0.5036], [1.0710, 6.7539, -0.9885], [0.1223, 5.1367, 0.0579], [5.4976, 2.8727, -0.9168], [5.5400, 5.1162, -1.5399], [3.4715, 6.4751, -1.2686], [1.3289, 3.1276, 0.2116], [3.5649, 1.7317, 0.0395], [-3.5990, 6.2823, -2.8540], [-4.8681, 5.7455, -3.1917], [-5.1179, 4.4117, -2.8140], [-4.1153, 3.5688, -2.2535], [-2.8463, 4.1275, -2.0318], [-2.6076, 5.4956, -2.2952], [-4.3594, 2.0968, -2.0163], [-5.5143, 1.6720, -1.9670], [-3.3764, 1.3108, -1.7535], [-3.3833, 7.3405, -2.8445], [-5.6590, 6.3645, -3.5889], [-6.0968, 3.9935, -2.9961], [-1.9913, 3.5870, -1.6533], [-1.6714, 5.9857, -2.0724], [5.1481, 6.6383, 2.6210], [3.8527, 5.8428, 2.5241], [3.3259, 5.2004, 3.8410], [2.0861, 4.3604, 3.6489], [1.3609, 3.9467, 4.9816], [0.1739, 2.9571, 4.6859], [4.9536, 7.5883, 3.1187], [5.4454, 7.0348, 1.6502], [5.9468, 6.1869, 3.2097], [3.0994, 6.4772, 2.0570], [4.0696, 5.0827, 1.7736], [3.0907, 6.0402, 4.4948], [4.0538, 4.5758, 4.3588], [1.3510, 4.9144, 3.0650], [2.5426, 3.5047, 3.1515], [2.0270, 3.4982, 5.7187], [0.9292, 4.8741, 5.3580], [-0.5510, 3.3360, 3.9654], [0.6389, 2.1049, 4.1902], [-0.2152, 2.5543, 5.6210], [2.5976, -1.3325, -1.5346], [1.3241, -1.3383, -0.6433], [0.6633, 0.0535, -0.5628], [-0.6175, 0.0349, 0.2817], [-1.0062, 1.5177, 0.6658], [-2.1752, 1.5873, 1.5457], [3.1507, -2.2641, -1.4149], [3.2870, -0.5179, -1.3125], [2.2803, -1.2791, -2.5760], [0.6310, -2.0764, -1.0469], [1.5634, -1.9079, 0.2547], [0.4869, 0.4591, -1.5590], [1.4170, 0.6946, -0.1056], [-1.3668, -0.4815, -0.3183], [-0.5638, -0.5949, 1.1697], [-0.1581, 1.9382, 1.2063], [-1.1702, 2.1419, -0.2126], [-3.0089, 1.1653, 0.9844], [-2.0316, 1.0679, 2.4931], [-2.1770, 2.6488, 1.7931], [-5.5245, -1.7098, -0.5637], [-5.4876, -3.2290, -0.5755], [-4.4271, -3.7314, 0.4018], [-4.1196, -2.3991, 1.6227], [-2.8509, -1.7348, 1.4590], [-4.5340, -2.8291, 2.9890], [-5.3811, -1.3098, 0.9049], [-6.3923, -1.2069, -0.9904], [-4.6175, -1.3136, -1.0201], [-5.3303, -3.6132, -1.5834], [-6.4528, -3.5968, -0.2273], [-3.4388, -3.9987, 0.0278], [-4.7266, -4.6607, 0.8862], [-5.0455, -0.2953, 1.1201], [-6.3531, -1.5236, 1.3495], [-1.8775, -1.3620, -3.9856], [-2.3032, -2.7494, -3.5896], [-1.5958, -3.7034, -4.6119], [0.1879, -3.1213, -4.4096], [0.9438, -3.1821, -5.6817], [0.7282, -3.7033, -3.2107], [-0.3278, -1.4035, -3.9948], [-2.3251, -0.5933, -3.3557], [-2.2029, -1.1154, -4.9962], [-3.3868, -2.8678, -3.5971], [-2.0234, -2.9770, -2.5610], [-1.8232, -3.4243, -5.6407], [-1.6930, -4.7880, -4.5654], [-0.0031, -0.6824, -4.7449], [0.1622, -1.2493, -3.0335], [-1.2058, 2.6234, -4.3194], [0.1201, 3.2858, -3.7386], [0.5824, 4.2557, -4.7836], [0.1599, 3.5303, -6.4725], [1.3473, 3.0418, -7.1893], [-0.8366, 4.3912, -7.1509], [-0.8195, 2.1263, -5.7307], [-1.9962, 3.3672, -4.4200], [-1.4969, 1.8462, -3.6128], [0.8105, 2.4571, -3.5813], [-0.1284, 3.8627, -2.8477], [1.6514, 4.4205, -4.6484], [0.1381, 5.2468, -4.6912], [-0.1907, 1.2361, -5.7127], [-1.6648, 1.9605, -6.3987], [1.8567, -4.5842, 1.8037], [0.8418, -4.0513, 2.8194], [0.8880, -4.9409, 4.0727], [1.2180, -6.6717, 3.5124], [-0.0476, -7.3662, 3.2420], [2.2826, -7.3335, 4.2304], [1.8359, -6.0894, 1.8116], [2.8443, -4.1507, 1.9614], [1.6260, -4.1696, 0.8224], [-0.1586, -4.0345, 2.3870], [1.1592, -3.0426, 3.0836], [0.0258, -5.0458, 4.7313], [1.7762, -4.5801, 4.5913], [1.2037, -6.5337, 1.0427], [2.8591, -6.4651, 1.8072], [-2.0189, -1.1295, 4.6574], [-0.5340, -0.7146, 4.7977], [0.0844, -1.7571, 5.8169], [-1.2594, -1.9935, 7.1396], [-1.0438, -1.1133, 8.3026], [-1.4901, -3.4254, 7.3897], [-2.6367, -1.2881, 6.1346], [-2.0958, -2.0543, 4.0856], [-2.6059, -0.4297, 4.0625], [-0.4759, 0.3022, 5.1861], [0.0140, -0.5581, 3.8686], [1.0729, -1.5576, 6.2306], [0.1205, -2.7400, 5.3472], [-2.7305, -0.2783, 6.5340], [-3.5788, -1.8131, 6.2922]], "lumo_energy_ev": [-5.68, -9.29], "e_tot_ev": -144580.3673, "homo_lumo_gap_ev": [5.8, 2.2], "homo_ev": [-11.5, -11.5], "multiplicity": 2, "total_charge": 1}

***

Entry 4:
{"formula": "C2H9NS", "method": "wB97M-V/def2-TZVPD", "elements": ["C", "N", "C", "H", "H", "H", "H", "H", "H", "H", "H", "S", "H"], "coordinates": [[-1.3983, -0.0036, 0.4453], [-0.2319, -0.1122, -0.4086], [0.4655, 1.1093, -0.7484], [-1.7341, -0.9650, 0.8220], [-1.1254, 0.6193, 1.3001], [-2.2156, 0.5024, -0.0801], [-0.1921, -0.8821, -1.0551], [0.9269, -0.8771, 0.3487], [-0.1347, 1.8351, -1.3058], [1.3286, 0.8461, -1.3581], [0.8289, 1.5800, 0.1659], [1.9734, -2.0189, 0.3243], [1.5087, -1.6333, 1.5499]], "smiles": "CNC.S", "lumo_energy_ev": 0.82, "e_tot_ev": -14543.8382, "homo_lumo_gap_ev": 9.4, "homo_ev": -8.5, "multiplicity": 1, "total_charge": 0}